{
  "formula": "C16H50N2O14",
  "method": "the ωB97M-V functional and the def2-TZVPD basis",
  "species": ["C", "N", "O", "O", "H", "H", "H", "C", "N", "O", "O", "H", "H", "H", "C", "O", "C", "C", "O", "C", "H", "H", "H", "H", "H", "H", "H", "H", "H", "H", "C", "O", "C", "C", "O", "C", "H", "H", "H", "H", "H", "H", "H", "H", "H", "H", "C", "O", "H", "H", "H", "H", "C", "O", "H", "H", "H", "H", "C", "O", "H", "H", "H", "H", "C", "O", "H", "H", "H", "H", "C", "O", "H", "H", "H", "H", "C", "O", "H", "H", "H", "H"],
  "positions_angstrom": [[1.98204, 0.92422, 3.41569], [1.13601, 1.61449, 4.36696], [1.26736, 2.83368, 4.52595], [0.31409, 0.89919, 4.93945], [1.40668, 0.12350, 3.02489], [2.80157, 0.39149, 3.92764], [2.32502, 1.63331, 2.70185], [-2.47171, -1.49656, -0.83915], [-1.65103, -2.55362, -0.17230], [-2.01736, -3.73015, -0.10160], [-0.56925, -2.17669, 0.24065], [-3.37905, -1.99287, -1.25885], [-1.87463, -1.14923, -1.69825], [-2.74327, -0.70774, -0.10973], [3.95999, -0.53255, -0.38759], [3.06700, -0.63116, 0.68622], [2.40843, -1.89051, 0.83954], [3.20433, -2.75319, 1.83008], [3.09990, -2.15069, 3.07971], [3.65294, -2.92769, 4.13398], [3.52824, -0.73982, -1.36493], [4.80554, -1.20286, -0.17938], [4.38406, 0.46990, -0.39396], [2.27933, -2.34370, -0.16687], [1.39751, -1.70501, 1.24588], [4.24915, -2.86784, 1.48481], [2.73800, -3.75357, 1.90277], [4.75611, -2.96105, 4.07277], [3.20094, -3.89180, 3.94019], [3.29068, -2.54122, 5.11200], [0.91353, -1.47910, -2.68739], [-0.29780, -2.19111, -2.75237], [-0.55623, -2.85493, -4.03528], [-2.07097, -3.02126, -4.16715], [-2.75624, -1.79179, -4.26560], [-2.84437, -1.34346, -5.61721], [1.71711, -2.11011, -2.35526], [0.87985, -0.64186, -1.96641], [1.17659, -1.09549, -3.63627], [0.01679, -3.77195, -4.14187], [-0.17701, -2.20828, -4.84048], [-2.42893, -3.62996, -3.32551], [-2.32209, -3.59234, -5.03394], [-1.86810, -1.24295, -6.06813], [-3.39725, -0.42070, -5.60956], [-3.42016, -2.10016, -6.18599], [3.19823, 3.56625, -0.26523], [1.83922, 3.61925, 0.15971], [3.53401, 4.55282, -0.45986], [3.91908, 3.07942, 0.40327], [3.28723, 3.01074, -1.22463], [1.48120, 2.74683, 0.41756], [-2.48707, -2.03690, 3.46114], [-2.68674, -1.07593, 2.38620], [-1.44180, -2.19083, 3.63555], [-3.00657, -1.73420, 4.36402], [-2.86225, -2.95566, 2.98110], [-2.52310, -0.16950, 2.62955], [-4.15139, 2.06824, 0.99758], [-3.45342, 1.56811, -0.12034], [-3.52041, 1.85698, 1.87683], [-4.27768, 3.13591, 0.85140], [-5.03740, 1.40420, 1.00865], [-2.92246, 2.28462, -0.47659], [-1.42610, 1.79700, -3.05163], [-0.94793, 0.94711, -4.06990], [-1.00566, 1.65782, -2.02426], [-1.29559, 2.83717, -3.37486], [-2.54875, 1.65703, -2.96322], [-1.45257, 0.12986, -4.01077], [-0.55896, 5.86217, 1.63378], [-0.59712, 4.58805, 0.94013], [-0.35148, 5.82498, 2.70521], [0.20754, 6.47477, 1.15379], [-1.50071, 6.40311, 1.53130], [0.27958, 4.41559, 0.58385], [-0.44850, 1.08585, 1.21723], [0.59747, 1.19489, 0.20367], [-0.66484, 0.02107, 1.25436], [-0.22900, 1.52970, 2.19033], [-1.30938, 1.60452, 0.84184], [1.25001, 0.54418, 0.50323]],
  "forces_ev_per_a": [[1.162, -0.739, 0.353], [-0.912, 0.890, 1.166], [-0.193, -1.744, -0.143], [0.467, 0.937, -0.117], [-0.548, -0.478, -0.640], [-0.202, 0.668, 0.005], [0.391, 0.364, -0.582], [-1.205, -0.503, -0.607], [0.322, -0.790, 0.045], [-0.074, 1.593, -0.251], [-0.140, -0.048, 0.117], [0.665, 0.397, 0.546], [-0.159, 0.016, 0.699], [0.414, -0.596, -0.461], [1.029, -0.290, 0.469], [-1.126, 0.667, 0.187], [0.306, -0.101, -0.079], [-0.652, -0.395, -0.806], [0.309, 1.206, 0.738], [-0.540, 0.215, -0.416], [-0.237, -0.154, -0.048], [-0.015, -0.093, -0.463], [-0.222, 0.131, 0.026], [0.116, -0.107, 0.696], [0.568, -0.064, -0.141], [-0.191, 0.045, 0.213], [0.197, 0.071, -0.322], [-0.411, -0.056, 0.168], [0.370, -0.840, 0.678], [0.385, -0.100, -0.768], [-0.035, 0.088, 0.937], [-0.580, -0.651, -1.133], [0.108, 1.510, 0.655], [0.661, -0.296, 0.633], [0.208, 0.368, 0.270], [-0.702, -1.227, 0.291], [0.537, -0.645, 0.145], [-0.539, -0.351, -0.283], [0.274, 0.653, -1.153], [-0.179, -0.448, 0.329], [-0.146, 0.117, 0.099], [-0.124, 0.591, 0.123], [0.121, -0.670, -0.860], [0.345, 0.277, -0.195], [0.000, 0.421, -0.057], [0.203, 0.373, 0.006], [-0.478, -1.488, -0.845], [0.716, 0.227, 0.420], [0.188, 1.010, -0.007], [-0.428, 0.115, 0.424], [-0.164, 0.237, 0.345], [0.266, -0.102, -0.549], [-0.533, 0.438, -1.810], [-0.190, -0.762, 0.036], [0.720, 0.079, 0.324], [-0.151, -0.228, 0.090], [-0.110, 0.217, 0.776], [0.218, 0.240, 0.598], [0.414, -1.255, -0.028], [0.558, -0.072, -1.070], [-0.493, 0.387, 0.185], [-0.721, 0.049, 0.490], [0.008, 1.069, 0.532], [0.159, -0.071, -0.141], [-1.849, 0.406, 0.540], [0.340, -0.189, 0.117], [0.129, -0.130, -0.874], [0.263, -0.253, 0.163], [1.039, 0.193, 0.092], [0.067, -0.215, 0.065], [0.349, -0.251, -0.887], [-0.880, 0.886, 0.981], [0.150, -0.542, -0.022], [0.014, 0.161, 0.183], [-0.154, -0.330, -0.239], [0.355, 0.090, -0.019], [0.176, -0.359, -0.952], [-0.130, 0.129, 1.323], [-0.318, -0.002, 0.547], [0.395, -0.078, -0.165], [-0.321, 0.167, -0.256], [0.370, 0.010, -0.434]],
  "largest_force_ha_per_bohr": 0.038,
  "e_tot_ev": -49037.0811,
  "smiles": "C[N+](=O)[O-].C[N+](=O)[O-].COCCOC.COCCOC.CO.CO.CO.CO.CO.CO"
}